ORCA calculation (ωB97M-V with the def2-TZVPD basis set) on a molecular structure, F36P6Y.

## Properties
- ΔE to the lowest compared entry with this formula, charge and spin (kJ/mol) = 0.00
- net charge = -3
- E_LUMO (eV) = 7.30
- largest force on an atom (hartree/bohr) = 0.0344
- HOMO (hartree) = -0.17743
- 2S+1 = 1
- frontier orbital gap (eV) = 12.125

Last column: Mulliken charge in e.
Cartesian coordinates (Å):
Y  -30.1657  19.0114  4.2351  1.698
P  -27.6117  19.5043  6.1680  1.385
F  -27.6367  18.7126  7.5448  -0.405
F  -27.1999  20.8601  6.8601  -0.407
F  -26.1031  19.0503  5.9337  -0.407
F  -27.6716  20.2155  4.7190  -0.298
F  -28.1828  18.1665  5.3720  -0.317
F  -29.2363  19.8385  6.3398  -0.424
P  -27.3228  18.7424  1.2894  1.600
F  -27.1860  17.1635  1.5667  -0.370
F  -26.1115  19.0143  2.3098  -0.377
F  -26.2733  18.6356  0.0472  -0.378
F  -27.4651  20.3206  1.0499  -0.357
F  -28.5600  18.4810  0.3060  -0.363
F  -28.3900  18.8623  2.5756  -0.425
P  -30.1456  22.3984  3.7856  1.521
F  -29.5385  21.0838  2.9888  -0.331
F  -29.4117  23.4077  2.7982  -0.394
F  -31.4481  22.3513  2.9053  -0.364
F  -30.7931  23.5747  4.6771  -0.392
F  -30.7386  21.2171  4.8367  -0.417
F  -28.8548  22.4545  4.7559  -0.375
P  -30.4543  15.7627  4.3625  1.579
F  -31.4537  17.0859  4.1528  -0.322
F  -29.3988  16.7794  3.5363  -0.362
F  -29.8759  16.4174  5.7121  -0.326
F  -29.3644  14.6134  4.4063  -0.397
F  -31.5315  14.9571  5.1743  -0.371
F  -31.0204  15.1948  2.9838  -0.402
P  -32.8835  18.7445  7.1972  1.479
F  -32.2498  19.1773  5.7043  -0.670
F  -32.7096  17.2028  6.8055  -0.340
F  -31.3947  18.7460  7.8083  -0.340
F  -33.5045  18.3304  8.6369  -0.370
F  -33.0258  20.3103  7.5527  -0.387
F  -34.3445  18.7528  6.5328  -0.396
P  -32.5848  19.1761  1.8414  1.501
F  -32.2003  19.7916  3.3307  -0.373
F  -31.0552  18.4853  2.0522  -0.420
F  -33.2711  17.9236  2.5440  -0.361
F  -32.7917  18.4565  0.4185  -0.398
F  -33.9588  19.9705  1.8235  -0.403
F  -31.8556  20.3854  1.1003  -0.328

ORCA calculation (ωB97M-V with the def2-TZVPD basis set) on a molecular structure, F4H4N2O14PS4Tl.

## Properties
- ΔE to the lowest compared entry with this formula, charge and spin (kJ/mol) = 1246.58
- net charge = -2
- E_LUMO (eV) = 4.10
- largest force on an atom (hartree/bohr) = 0.2866
- HOMO (hartree) = -0.02454
- 2S+1 = 1
- frontier orbital gap (eV) = 4.770

Last column: Mulliken charge in e.
Cartesian coordinates (Å):
Tl  5.6632  13.4738  -6.7055  2.382
N  5.4508  11.9453  -7.7596  0.122
S  5.0934  10.5817  -7.2165  0.880
O  5.9377  9.4820  -7.6122  -0.790
O  3.7323  10.2845  -6.9711  -0.475
F  5.5906  10.8390  -5.7174  -0.336
S  5.1721  11.5241  -9.3817  1.072
O  3.9987  10.7158  -9.7114  -0.567
O  6.3094  11.4350  -10.2551  -0.610
F  4.6293  13.0147  -9.6839  -0.313
N  4.3599  12.7017  -5.7758  0.189
S  2.7180  12.4812  -6.2537  1.052
O  1.8555  13.5837  -5.8656  -0.649
O  2.1104  11.1324  -6.1308  -0.525
F  2.9259  12.6558  -7.8582  -0.280
S  4.0468  12.1356  -4.3953  0.821
O  4.0986  10.6752  -4.2869  -0.510
O  3.1952  12.8609  -3.4620  -0.655
F  5.4902  12.5732  -3.7606  -0.405
P  7.6680  15.0627  -7.1416  0.814
O  8.2395  15.1960  -8.5734  -0.900
O  8.5763  15.8361  -6.1706  -0.936
O  7.7602  13.5563  -6.7682  -0.666
O  6.1870  15.4200  -7.1374  -0.713
O  6.2608  14.6800  -5.0862  -0.448
H  6.8524  15.4325  -5.0926  0.225
H  6.4185  14.2580  -4.2416  0.281
O  4.4077  14.2424  -8.1804  -0.628
H  4.2903  15.1244  -8.5334  0.285
H  3.8529  13.6883  -8.7294  0.284

ORCA calculation (ωB97M-V with the def2-TZVPD basis set) on F4O2P2 in the gas phase.

## Properties
- ΔE to the lowest compared entry with this formula, charge and spin (kJ/mol) = 105.47
- SMILES = O=POP(F)(F)(F)F
- E_LUMO (eV) = -1.19
- largest force on an atom (hartree/bohr) = 0.0503
- HOMO (hartree) = -0.44789
- 2S+1 = 1
- frontier orbital gap (eV) = 11.002

Last column: Mulliken charge in e.
Cartesian coordinates (Å):
O  -1.6506  -1.3701  -1.6859  -0.360
P  -0.9849  -0.2053  -2.1688  0.479
O  -0.0267  0.2271  -0.8575  -0.158
P  0.4502  0.2589  0.6261  1.089
F  0.3768  1.8277  0.6094  -0.331
F  -0.6955  0.1780  1.7062  -0.205
F  1.9731  0.3782  0.7745  -0.185
F  0.5576  -1.2945  0.9959  -0.329

ORCA calculation (ωB97M-V with the def2-TZVPD basis set) on a molecular structure, F4Zn2.

## Properties
- ΔE to the lowest compared entry with this formula, charge and spin (kJ/mol) = 134.75
- E_LUMO (eV) = -4.24
- largest force on an atom (hartree/bohr) = 0.0910
- HOMO (hartree) = -0.38931
- 2S+1 = 1
- frontier orbital gap (eV) = 6.358

Last column: Mulliken charge in e.
Cartesian coordinates (Å):
Zn  -2.2676  0.3540  -0.2821  1.099
Zn  1.4659  0.2190  -0.7134  0.932
F  1.8856  -1.8230  -0.6709  -0.638
F  -1.8402  0.2298  1.6115  -0.490
F  1.1804  1.2011  0.9640  -0.604
F  -0.4240  -0.1808  -0.9091  -0.299

ORCA calculation (ωB97M-V with the def2-TZVPD basis set) on a molecular structure, F5H2N4P3.

## Properties
- ΔE to the lowest compared entry with this formula, charge and spin (kJ/mol) = 278.39
- E_LUMO (eV) = -0.50
- largest force on an atom (hartree/bohr) = 0.0636
- HOMO (hartree) = -0.40829
- 2S+1 = 1
- frontier orbital gap (eV) = 10.615

Last column: Mulliken charge in e.
Cartesian coordinates (Å):
N  -0.4972  -1.4752  -0.0006  -0.391
N  -0.4314  1.3293  0.3809  -0.409
N  1.9666  -0.0154  0.1882  -0.436
N  -2.7830  -0.1494  0.2465  -0.535
F  0.4192  0.6578  -1.6665  -0.425
F  1.7594  -2.2824  1.2543  -0.250
F  1.5509  -2.4408  -1.1381  -0.258
F  1.6906  2.2695  0.7760  -0.336
F  1.5441  2.2833  -1.4048  -0.277
P  -1.1451  -0.0279  0.2101  0.663
P  1.1834  -1.4241  0.0491  0.960
P  1.1179  1.2613  -0.2604  1.020
H  -3.0924  0.8613  0.4409  0.325
H  -3.2828  -0.8474  0.9243  0.349

ORCA calculation (ωB97M-V with the def2-TZVPD basis set) on 14 unconnected molecules or ions with the total composition F6H26O13P.

## Properties
- ΔE to the lowest compared entry with this formula, charge and spin (kJ/mol) = 69.66
- net charge = -1
- E_LUMO (eV) = 2.38
- largest force on an atom (hartree/bohr) = 0.0215
- HOMO (hartree) = -0.28295
- 2S+1 = 1
- frontier orbital gap (eV) = 10.081

Last column: Mulliken charge in e.
Cartesian coordinates (Å):
P  19.0351  -9.3687  -21.0589  1.275
F  18.7701  -10.2602  -19.7129  -0.446
F  20.2644  -8.5472  -20.4336  -0.203
F  20.1308  -10.4344  -21.5806  -0.355
F  19.1950  -8.5932  -22.4569  -0.520
F  17.7811  -10.1908  -21.7101  -0.381
F  17.9909  -8.2819  -20.4370  -0.181
O  22.3458  -10.6311  -19.5651  -0.683
H  21.5057  -10.4582  -20.0052  0.240
H  23.0049  -10.7607  -20.2569  0.410
O  14.9908  -9.7426  -21.5206  -0.661
H  15.7296  -9.7796  -20.9049  0.323
H  15.1961  -10.4227  -22.1678  0.306
O  19.9741  -5.8986  -22.0319  -0.609
H  19.7062  -6.8045  -22.2450  0.360
H  19.1559  -5.3954  -22.0810  0.278
O  19.5447  -9.1259  -17.2133  -0.654
H  19.2797  -9.5145  -18.0629  0.338
H  19.3465  -8.1898  -17.3046  0.302
O  21.9674  -10.0506  -24.7029  -0.668
H  22.0349  -9.2116  -24.2201  0.367
H  21.3796  -10.5943  -24.1654  0.331
O  18.2259  -12.4859  -23.1984  -0.562
H  17.6152  -11.9109  -22.7244  0.282
H  17.6888  -13.2133  -23.5294  0.267
O  20.8367  -13.4152  -21.8635  -0.643
H  20.5817  -13.3538  -20.9362  0.308
H  20.0674  -13.0806  -22.3462  0.303
O  23.8853  -10.2472  -21.9643  -0.669
H  23.1658  -9.6321  -22.1813  0.380
H  24.5388  -10.1021  -22.6540  0.288
O  22.2909  -7.8964  -22.7458  -0.705
H  21.9044  -7.9428  -21.8568  0.281
H  22.1248  -6.9943  -23.0400  0.316
O  15.9858  -6.7528  -19.3262  -0.722
H  15.3519  -7.3527  -18.9207  0.333
H  16.6016  -7.3546  -19.7863  0.431
O  17.8684  -12.9247  -19.3784  -0.667
H  17.8124  -12.1323  -19.9235  0.300
H  17.4903  -12.6602  -18.5341  0.308
O  16.5009  -5.5478  -22.0258  -0.638
H  16.7455  -4.6476  -21.7895  0.304
H  16.4227  -6.0051  -21.1723  0.355
O  20.5036  -5.5107  -18.9656  -0.620
H  19.9035  -6.2065  -19.2613  0.310
H  20.3529  -5.4213  -18.0190  0.290

> Which formula does entry 6 have?

F6H26O13P

> The highest E_LUMO belongs to which entry?

F36P6Y

> What is the frontier orbital gap in the sixth record?

10.081 eV

> ΔE to the lowest compared entry with this formula, charge and spin of number 3 (F4O2P2)?

105.47 kJ/mol